1.
The following is a DFT calculation (ωB97M-V/def2-TZVPD) of a 5-piece molecular cluster, C18H30Cl8N2O2 overall in a non-equilibrium geometry.

Geometry (Å):
C (-0.134781, 2.043205, -3.412715)
C (-1.103821, 1.339157, -2.291010)
C (-1.525715, -0.110729, -2.919149)
C (-1.797083, -1.226493, -1.787791)
C (-0.479009, -1.597525, -0.929579)
C (-0.372206, -0.804565, 0.454718)
O (-1.464116, -0.600090, 1.064309)
O (0.842509, -0.347622, 1.038053)
C (1.162641, -1.059532, 2.264127)
C (0.677360, -2.583000, 2.302812)
C (2.802931, -1.104671, 2.356476)
N (3.469974, -1.115049, 1.028939)
C (0.710500, -0.219237, 3.576871)
C (0.134825, -0.878673, 4.839521)
C (-0.279841, -0.140009, 6.150314)
C (-0.034327, 1.411375, 6.034567)
C (0.541865, 1.895552, 4.693303)
N (0.900413, 1.186724, 3.523342)
H (-0.627266, 2.020434, -4.464863)
H (0.824705, 1.412794, -3.488222)
H (0.118199, 3.107668, -3.084831)
H (-0.449582, 1.236976, -1.357962)
H (-2.028799, 1.980032, -2.102563)
H (-2.536473, 0.073639, -3.448544)
H (-0.773137, -0.424236, -3.715446)
H (-2.676142, -0.873579, -1.154786)
H (-2.157340, -2.176305, -2.342778)
H (-0.551432, -2.734429, -0.731988)
H (0.448048, -1.462814, -1.605642)
H (1.151290, -3.197868, 1.447132)
H (1.125562, -3.038493, 3.266955)
H (-0.451094, -2.725416, 2.389826)
H (3.132829, -0.156341, 2.912915)
H (3.050251, -1.998139, 3.021786)
H (2.944442, -1.639581, 0.320126)
H (3.658821, -0.147125, 0.745075)
H (0.016318, -2.021161, 4.828280)
H (-0.677223, -0.649725, 7.082554)
H (-0.246961, 2.116887, 6.908704)
H (0.717797, 3.035233, 4.636677)
C (-2.342365, 0.979831, -7.466247)
Cl (-1.017712, 0.371696, -6.466447)
Cl (-2.893076, 2.561155, -6.902698)
H (-1.996684, 1.071133, -8.494787)
H (-3.173619, 0.277639, -7.417391)
C (4.183553, -5.265751, 2.690385)
Cl (2.801614, -5.369122, 3.788569)
Cl (3.876301, -4.122803, 1.377038)
H (5.055978, -4.933171, 3.250782)
H (4.371395, -6.250685, 2.265698)
C (3.159554, 4.374600, 3.067115)
Cl (1.760447, 5.110745, 3.858118)
Cl (4.627009, 5.317197, 3.355394)
H (3.300658, 3.369579, 3.462586)
H (2.974521, 4.326645, 1.995294)
C (-6.667463, 2.162603, -6.076459)
Cl (-6.270031, 1.138537, -7.462431)
Cl (-5.494675, 1.956869, -4.770689)
H (-6.664187, 3.204298, -6.393848)
H (-7.656149, 1.891739, -5.709491)

Cartesian forces (eV/Å) of the 3 atoms listed first:
C -0.591 -0.426 0.329
C 1.120 -0.433 -1.693
C -0.940 0.858 1.015

Summary:
total energy = -126401.8479 eV
E_LUMO = 0.362 eV
HOMO-LUMO gap = 9.06 eV
SMILES = CCCCCC(=O)O[C@@](C)(CN)c1ccccn1.ClCCl.ClCCl.ClCCl.ClCCl
HOMO = -8.7 eV
max |F| = 5.849 eV Å⁻¹


2.
The following is a DFT calculation (ωB97M-V/def2-TZVPD) of one molecule with the formula CH4N2O in a non-equilibrium geometry.

Geometry (Å):
C (1.105570, 0.420223, -0.026360)
H (-1.604331, 0.350700, -0.719387)
H (-1.666634, -0.433938, 0.907437)
H (0.223092, -1.413191, -0.350674)
H (1.035861, 1.496990, -0.039971)
N (-1.212871, 0.150132, 0.185319)
N (-0.093133, -0.378297, -0.110547)
O (2.212448, -0.192618, 0.154185)

Cartesian forces (eV/Å) of the 3 atoms listed first:
C 2.260 -5.307 1.504
H -2.211 -0.032 0.566
H -0.660 1.063 -1.018

Summary:
total energy = -6127.3320 eV
E_LUMO = 0.985 eV
HOMO-LUMO gap = 10.14 eV
SMILES = NNC=O
HOMO = -9.2 eV
ΔE to the lowest compared entry with this formula, charge and spin = 306.40 kJ/mol
max |F| = 10.991 eV Å⁻¹


3.
The following is a DFT calculation (ωB97M-V/def2-TZVPD) of a 2-piece molecular cluster, C3H7NO overall.

Geometry (Å):
O (2.077199, 0.643499, -0.322653)
C (1.292533, -0.204916, -0.649174)
C (-0.199476, -0.016930, -0.736499)
C (-1.237550, -0.211970, 0.321703)
N (-0.787768, 1.115161, -0.058425)
H (1.335719, 0.058792, 1.669030)
H (1.047259, -0.590362, 1.882647)
H (1.641930, -1.205442, -0.986448)
H (-0.545376, -0.279197, -1.738811)
H (-0.992448, -0.519340, 1.334075)
H (-2.209209, -0.561057, -0.028877)
H (-1.458884, 1.601772, -0.642755)

Cartesian forces (eV/Å) of the 3 atoms listed first:
O -0.125 -0.124 -0.303
C -0.014 -0.005 -0.148
C 0.129 0.015 -0.210

Summary:
total energy = -6759.2473 eV
E_LUMO = 0.849 eV
HOMO-LUMO gap = 10.68 eV
SMILES = O=C[C@H]1CN1.[H][H]
HOMO = -9.8 eV
ΔE to the lowest compared entry with this formula, charge and spin = 338.00 kJ/mol
max |F| = 0.419 eV Å⁻¹


4.
The following is a DFT calculation (ωB97M-V/def2-TZVPD) of one molecule with the formula C5H8S in a non-equilibrium geometry.

Geometry (Å):
C (-1.148964, -0.169081, -1.314767)
C (-0.117398, -0.996185, -0.556878)
C (0.799903, -0.084956, 0.161667)
C (1.282435, 0.520127, 1.379002)
C (-0.177620, 0.803612, 1.035743)
H (-2.224652, -0.661853, -0.916723)
H (-1.083512, 0.264440, -2.338055)
H (-0.847955, -1.732993, -0.016772)
H (0.537410, -1.414133, -1.355236)
H (1.034237, 0.677047, -0.686280)
H (1.729249, -0.225649, 2.231864)
H (2.068436, 1.386827, 1.189629)
H (-0.807536, 0.162086, 1.618470)
S (-1.044034, 1.470712, -0.431666)

Cartesian forces (eV/Å) of the 3 atoms listed first:
C -3.319 1.279 2.460
C 0.193 -3.250 -1.392
C -0.916 2.435 -2.208

Summary:
total energy = -16144.8086 eV
E_LUMO = 1.032 eV
HOMO-LUMO gap = 9.22 eV
SMILES = C1C[C@@H]2C[C@H]2S1
HOMO = -8.2 eV
ΔE to the lowest compared entry with this formula, charge and spin = 465.91 kJ/mol
max |F| = 4.325 eV Å⁻¹


5.
The following is a DFT calculation (ωB97M-V/def2-TZVPD) of C5H4NO2 as an isolated structure in a non-equilibrium geometry.

Geometry (Å):
C (0.793102, -1.544661, -0.246102)
C (1.356665, 0.924182, 0.078036)
C (-1.141386, 0.063742, 0.809648)
C (-0.980818, 0.253377, -0.675146)
C (0.408675, -0.249430, -0.331927)
N (1.046677, -2.640129, -0.086951)
O (1.003152, 1.976206, -0.438174)
O (2.287010, 0.600616, 0.797616)
H (-0.706752, 0.838473, 1.426451)
H (-1.500969, -0.951664, 1.242090)
H (-1.494784, -0.394165, -1.352462)
H (-1.070568, 1.123456, -1.223084)

Cartesian forces (eV/Å) of the 3 atoms listed first:
C -0.489 -0.359 0.140
C -0.362 -1.486 -0.926
C 2.061 -1.979 -1.680

Summary:
total energy = -10834.0246 eV
net charge = -1
E_LUMO = 3.997 eV
HOMO-LUMO gap = 8.55 eV
HOMO = -4.5 eV
ΔE to the lowest compared entry with this formula, charge and spin = 154.27 kJ/mol
max |F| = 5.668 eV Å⁻¹


6.
The following is a DFT calculation (ωB97M-V/def2-TZVPD) of one molecule with the formula CN2OS in a non-equilibrium geometry.

Geometry (Å):
C (-0.514120, -0.653118, -0.453189)
N (-1.290728, -1.465776, -0.786087)
N (0.431008, 0.096895, -0.019926)
O (1.622867, 1.870183, 1.117289)
S (0.292532, 1.364517, 0.907596)

Cartesian forces (eV/Å) of the 3 atoms listed first:
C -3.080 -2.878 -0.805
N 1.083 1.388 0.288
N 1.382 3.077 1.742

Summary:
total energy = -16897.7078 eV
E_LUMO = -2.493 eV
HOMO-LUMO gap = 8.45 eV
HOMO = -10.9 eV
ΔE to the lowest compared entry with this formula, charge and spin = 82.29 kJ/mol
max |F| = 4.292 eV Å⁻¹


7.
The following is a DFT calculation (ωB97M-V/def2-TZVPD) of C24H25N7O3Se2Ti as an isolated structure.

Geometry (Å):
Ti (0.617315, 0.053353, -0.364617)
C (-3.306324, 0.353690, 0.458028)
Se (-2.394096, -0.610198, -0.964994)
C (-2.717297, 0.741490, -2.347964)
C (-3.304944, 0.120183, -3.599921)
Se (-2.175015, -1.227877, -4.439695)
C (-1.038711, 0.004054, -5.428445)
H (-2.762262, 1.267021, 0.682923)
H (-3.346910, -0.300015, 1.326271)
H (-4.320840, 0.569244, 0.130038)
H (-1.790267, 1.273182, -2.542557)
H (-3.430024, 1.440345, -1.908735)
H (-3.509949, 0.886315, -4.349794)
H (-4.243526, -0.384399, -3.371599)
H (-1.563389, 0.391374, -6.298352)
H (-0.154671, -0.544971, -5.743614)
H (-0.729248, 0.813170, -4.773861)
C (-0.693266, -0.587035, 2.564669)
N (0.266661, -0.922314, 1.520815)
C (1.119028, -1.871223, 1.768750)
C (2.051892, -2.250409, 0.780410)
C (3.087441, -3.189329, 0.758836)
C (3.658836, -3.099460, -0.509378)
C (2.944563, -2.111771, -1.199977)
N (1.972408, -1.599008, -0.433618)
C (-1.809054, -1.598917, 2.734948)
C (-2.033128, -2.628901, 1.830070)
C (-3.108871, -3.492718, 2.000740)
C (-3.967225, -3.338212, 3.076314)
C (-3.746024, -2.312623, 3.987276)
C (-2.676352, -1.450813, 3.815236)
H (-1.130938, 0.380982, 2.312281)
H (-0.176623, -0.458172, 3.522460)
H (1.119259, -2.374057, 2.736889)
H (3.375709, -3.842572, 1.567173)
H (4.478806, -3.680019, -0.899128)
H (3.089089, -1.766387, -2.213121)
H (-1.377197, -2.757411, 0.978898)
H (-3.274250, -4.285693, 1.283064)
H (-4.804730, -4.010710, 3.206559)
H (-4.409140, -2.184963, 4.833167)
H (-2.510889, -0.648199, 4.525394)
O (-0.449291, 3.517307, 1.511531)
C (0.115832, 2.610411, 0.942003)
O (-0.429167, 1.681601, 0.220364)
C (1.625430, 2.456087, 1.062745)
C (2.433453, 3.443443, 1.591586)
C (3.801989, 3.225247, 1.627755)
C (4.309747, 2.018507, 1.164652)
C (3.434726, 1.069738, 0.666417)
N (2.118981, 1.294485, 0.609691)
H (1.974659, 4.357050, 1.940659)
H (4.467596, 3.990675, 2.002790)
H (5.370248, 1.812866, 1.180828)
H (3.771711, 0.109864, 0.293581)
O (0.359021, 0.168648, -2.355863)
N (1.504411, 0.762298, -2.293252)
N (3.948468, 5.365886, -1.084017)
C (3.545516, 4.608404, -1.852065)
N (3.158631, 3.751855, -2.796535)
C (2.280105, 2.897396, -2.698814)
N (1.382066, 2.092204, -2.745888)

Cartesian forces (eV/Å) of the 3 atoms listed first:
Ti -0.525 -0.232 -0.435
C -0.065 -0.038 0.010
Se 0.272 -0.005 0.072

Summary:
total energy = -195674.1983 eV
E_LUMO (spin up / spin down) = -0.288 / -1.436 eV
HOMO-LUMO gap (spin up / spin down) = 7.61 / 6.76 eV
HOMO (spin up / spin down) = -7.9 / -8.2 eV
multiplicity = 3
ΔE to the lowest compared entry with this formula, charge and spin = 135.76 kJ/mol
max |F| = 0.721 eV Å⁻¹


Question: What is the formula in the third record?
Answer: C3H7NO